[1]
A structure of composition C2H6BNO3Tl at a distorted geometry, computed with the ωB97M-V functional and the def2-TZVPD basis.

The geometry in XYZ format:
```
14
Properties=species:S:1:pos:R:3:forces:R:3
C 1.8007 -0.2845 0.3043 -0.66 0.07 -0.33
B 0.7962 0.9200 -0.0792 0.29 0.55 0.54
O 1.1115 1.8115 -0.9635 -0.48 -0.82 -0.18
O -0.4864 0.8973 0.7233 -0.15 -1.74 -0.79
C -1.7120 0.3739 0.2070 -0.58 2.14 -0.89
N -1.6678 -1.0592 -0.1866 0.20 1.63 0.16
O -2.6973 0.9851 0.2394 -0.26 -0.12 -0.15
H 1.5117 -0.5661 1.4488 0.58 0.18 0.30
H 2.8834 -0.0796 0.3718 0.04 -0.27 0.34
H 1.6556 -1.1533 -0.3597 0.26 0.05 -0.09
H 0.8514 1.8378 -1.9033 0.26 0.70 -0.08
H -1.0472 -1.2679 -0.9851 -0.07 -0.20 0.00
H -2.6528 -1.2139 -0.4919 0.00 -1.04 0.54
Tl -0.3470 -1.2011 1.6747 0.59 -1.13 0.62
```
Positions in Å, forces in eV/Å.

Its HOMO-LUMO gap is 0.1868 hartree. The calculation puts the HOMO energy at -0.9300 Eh. Its total charge is +3.

---

[2]
The ion C2H6Br2N with charge +1 at a distorted geometry, computed with the ωB97M-V functional and the def2-TZVPD basis.

The geometry in XYZ format:
```
11
Properties=species:S:1:pos:R:3:forces:R:3
C -0.2990 -0.0068 -1.2072 4.32 -3.35 2.37
C 0.6309 0.2350 -0.0762 -0.87 0.49 -1.45
N -0.1034 -0.0772 1.2483 1.96 -4.26 0.31
Br -1.9641 0.9951 -0.9775 -5.60 3.12 0.34
Br 2.3570 -0.7750 -0.1882 0.01 -0.15 0.56
H -0.5682 -1.0490 -1.2772 -0.54 -0.78 0.29
H -0.1046 0.1707 -2.2064 1.29 1.09 -1.85
H 0.9134 1.2739 -0.0530 0.29 0.27 0.34
H -0.6708 0.5891 1.6987 -0.43 1.99 0.51
H -0.8025 -0.8483 1.0797 1.02 0.48 0.00
H 0.6112 -0.5075 1.9590 -1.45 1.12 -1.42
```
Positions in Å, forces in eV/Å.

Its HOMO-LUMO gap (spin up / spin down) is 0.2117 / 0.2166 hartree. The calculation puts the HOMO energy (spin up / spin down) at -0.3528 / -0.5329 Eh. The spin multiplicity is 3. Its total charge is +1. Its energy relative to the best compared isomer or geometry (same formula, charge and spin) is 113.3 kJ/mol.

---

[3]
A cluster of 2 separate species, C2H6BrN3 in total at a distorted geometry, computed with the ωB97M-V functional and the def2-TZVPD basis.

The geometry in XYZ format:
```
12
Properties=species:S:1:pos:R:3:forces:R:3
C -0.3870 -0.3106 0.5451 1.66 -0.26 -1.58
C 0.5901 -0.8137 -0.6203 -3.53 2.72 -2.43
N -0.2456 1.1017 0.4389 -0.81 2.37 -0.36
N 0.7644 1.3954 -0.5293 -3.95 -0.93 0.61
N 1.3385 0.3633 -0.9969 2.49 -2.59 -0.45
Br 3.4377 -0.1040 0.6618 0.19 0.13 0.02
H -1.3882 -0.6440 0.3712 -0.57 -0.25 0.33
H 0.0213 -0.4353 1.5317 -0.04 -1.62 0.37
H 1.0481 -1.6529 -0.3297 2.83 -2.67 1.31
H 0.1711 -1.1497 -1.6516 -0.55 0.41 1.77
H -1.0983 1.5776 0.1793 -0.05 0.03 -0.24
H 1.2267 2.1900 -0.3021 2.33 2.66 0.63
```
Positions in Å, forces in eV/Å.

Its HOMO-LUMO gap (spin up / spin down) is 0.2966 / 0.2446 hartree. The calculation puts the HOMO energy (spin up / spin down) at -0.2597 / -0.3429 Eh. The spin multiplicity is 3. Its energy relative to the best compared isomer or geometry (same formula, charge and spin) is 0.0 kJ/mol.

---

[4]
The molecule C2H6BrNS at a distorted geometry, computed with the ωB97M-V functional and the def2-TZVPD basis.

The geometry in XYZ format:
```
11
Properties=species:S:1:pos:R:3:forces:R:3
C -0.5290 0.0271 -1.2200 -2.32 -1.54 -1.74
N 0.2762 0.1978 -0.0683 2.23 1.73 1.58
C -0.4856 0.1140 1.1831 -0.79 0.08 0.29
S 1.8162 0.6928 0.0557 0.35 -0.92 -0.76
Br 3.4256 -1.1678 0.0404 -1.03 0.81 0.01
H -1.5358 0.4550 -0.9084 0.89 -0.80 -0.59
H -0.3813 0.5080 -2.2944 0.83 -1.05 2.59
H -0.5950 -1.1339 -1.2169 -0.57 1.80 -1.13
H -0.9028 -0.9337 1.3665 0.12 1.41 -0.51
H 0.2100 0.3034 2.0407 -0.82 0.17 -0.86
H -1.2983 0.9373 1.0216 1.10 -1.69 1.10
```
Positions in Å, forces in eV/Å.

Its HOMO-LUMO gap is 0.3057 hartree. The calculation puts the HOMO energy at -0.3309 Eh. The SMILES is CN(C)SBr. Its energy relative to the best compared isomer or geometry (same formula, charge and spin) is 52.9 kJ/mol.

---

[5]
A cluster of 2 separate species, C2H6BrPS in total at a distorted geometry, computed with the ωB97M-V functional and the def2-TZVPD basis.

The geometry in XYZ format:
```
11
Properties=species:S:1:pos:R:3:forces:R:3
C 0.3102 -0.8235 -1.0770 0.85 0.78 0.44
C -0.5698 0.6794 1.0233 -0.89 2.24 -1.49
P -0.0800 -0.9655 0.7393 1.13 -1.76 -1.05
S 2.7721 -1.1925 2.2383 -0.50 0.01 -0.25
Br -2.1241 -1.9221 0.5610 0.24 0.09 0.17
H 0.0323 0.0296 -1.6965 -0.37 0.39 0.68
H 1.3483 -0.9855 -1.2760 1.28 0.50 0.58
H 0.0155 -1.6436 -1.6295 -1.59 -2.07 -0.76
H -1.0692 0.8578 1.9596 -0.15 0.07 0.27
H 0.2063 1.4330 0.8233 0.27 -0.51 0.51
H -1.2282 0.8526 0.1437 -0.27 0.25 0.91
```
Positions in Å, forces in eV/Å.

Its HOMO-LUMO gap (spin up / spin down) is 0.2483 / 0.2485 hartree. The calculation puts the HOMO energy (spin up / spin down) at -0.3358 / -0.3375 Eh. Its energy relative to the best compared isomer or geometry (same formula, charge and spin) is 323.9 kJ/mol.

---

[6]
A structure of composition C2H6Cl2NO3Sn2 at a distorted geometry, computed with the ωB97M-V functional and the def2-TZVPD basis.

The geometry in XYZ format:
```
16
Properties=species:S:1:pos:R:3:forces:R:3
Sn 1.2965 2.8852 2.0104 -0.38 -1.74 -1.34
Sn -1.4656 2.9334 -1.6360 0.07 -2.55 0.66
O 0.1889 1.3976 0.0159 -0.19 3.16 1.15
H 0.4972 0.4933 -0.1655 0.13 0.08 -0.17
C -2.7341 -0.6747 1.3908 -0.01 -0.47 -0.18
N -2.9620 -0.7257 -0.0875 1.31 0.32 0.04
O -2.9739 0.3702 -0.6967 0.00 1.06 -0.40
O -2.9383 -1.7747 -0.6344 -0.55 0.01 -0.13
H -3.6771 -0.5640 1.9195 -0.06 -0.04 -0.10
H -2.0649 0.1586 1.5722 -0.11 0.08 0.00
H -2.2521 -1.6272 1.5908 -0.17 0.02 0.39
C 3.9186 -0.4905 -0.9489 -0.31 -0.41 -0.34
Cl 3.5073 -2.1961 -0.7482 0.32 0.26 0.40
Cl 3.1512 0.0453 -2.4708 0.07 0.53 0.26
H 3.5206 0.0820 -0.1130 -0.17 -0.01 -0.02
H 4.9878 -0.3126 -0.9987 0.03 -0.30 -0.21
```
Positions in Å, forces in eV/Å.

Its HOMO-LUMO gap is 0.1056 hartree. The calculation puts the HOMO energy at -0.6631 Eh. Its total charge is +3. Its energy relative to the best compared isomer or geometry (same formula, charge and spin) is 31.4 kJ/mol.

---

[7]
A structure of composition C2H6Cl2P2 at a distorted geometry, computed with the ωB97M-V functional and the def2-TZVPD basis.

The geometry in XYZ format:
```
12
Properties=species:S:1:pos:R:3:forces:R:3
C -0.2768 -1.0268 -0.7644 -2.96 2.38 0.75
C -0.0096 -0.1191 0.4429 0.01 3.86 -4.49
P -1.4990 0.8604 0.9049 0.50 0.45 -1.52
P 1.5176 1.5711 -0.0572 -3.61 -1.52 0.01
Cl 2.0309 1.8349 1.8430 0.47 0.27 1.34
Cl 2.8825 0.3343 -0.7304 1.61 -1.13 -0.73
H -1.1569 -1.6911 -0.5281 0.71 0.65 -0.31
H 0.4879 -1.6280 -1.0460 2.63 -1.75 -0.73
H -0.5541 -0.3569 -1.6177 0.07 -0.78 0.50
H 0.4221 -0.5752 1.2125 1.99 -1.75 3.35
H -1.7637 1.1926 -0.5639 -0.06 -0.45 1.78
H -2.0808 -0.3963 0.9042 -1.36 -0.24 0.05
```
Positions in Å, forces in eV/Å.

Its HOMO-LUMO gap is 0.3372 hartree. The calculation puts the HOMO energy at -0.3211 Eh. Its energy relative to the best compared isomer or geometry (same formula, charge and spin) is 81.1 kJ/mol.

---

[8]
A structure of composition C2H6Cl4Si2 at a distorted geometry, computed with the ωB97M-V functional and the def2-TZVPD basis.

The geometry in XYZ format:
```
14
Properties=species:S:1:pos:R:3:forces:R:3
C 1.0738 0.0342 -1.2092 0.00 0.07 0.17
C 1.3474 -0.6987 0.1054 0.78 0.19 0.77
Si 0.7278 0.2908 1.6286 -1.87 -1.06 -1.83
Si -2.7236 0.5207 -0.0503 2.31 0.53 -0.27
Cl 0.9591 -2.4038 -0.0028 -0.71 -0.24 -0.02
Cl 3.1481 -0.7647 0.7459 -0.36 0.57 -0.87
Cl -4.0894 1.4750 1.1077 -0.41 0.11 -0.21
Cl -3.0774 -1.4206 -0.3918 -0.53 -0.95 0.00
H 1.7912 0.8239 -1.4213 0.19 -0.11 0.10
H 0.9803 -0.6351 -2.0604 0.34 -0.14 0.03
H 0.0987 0.5266 -1.1149 0.06 -0.07 0.10
H 1.1103 1.6186 1.2984 0.53 1.08 0.18
H 1.0609 -0.3746 2.8448 0.28 -0.18 0.90
H -2.4073 1.0075 -1.4802 -0.62 0.19 0.95
```
Positions in Å, forces in eV/Å.

Its HOMO-LUMO gap (spin up / spin down) is 0.2430 / 0.2593 hartree. The calculation puts the HOMO energy (spin up / spin down) at -0.2826 / -0.2911 Eh. Its energy relative to the best compared isomer or geometry (same formula, charge and spin) is 716.2 kJ/mol.

---

[9]
The molecule C2H6ClFSi at a distorted geometry, computed with the ωB97M-V functional and the def2-TZVPD basis.

The geometry in XYZ format:
```
11
Properties=species:S:1:pos:R:3:forces:R:3
C 0.1187 1.6459 0.2145 -1.50 -1.81 1.12
Si 0.4437 0.0893 -1.0178 -1.31 0.60 0.65
C -0.0550 -1.5488 -0.2778 -0.45 -1.11 -0.69
F 1.8372 -0.2915 -1.6465 1.66 0.33 0.44
Cl -0.4139 0.4870 -2.8813 -0.55 0.23 0.63
H 0.1769 2.6001 -0.3189 -0.34 -0.25 0.17
H -0.9608 1.4046 0.6649 1.67 0.70 -1.73
H 0.5630 1.7615 1.2465 0.61 -0.43 -1.43
H 0.7372 -1.8304 0.4600 -1.11 0.33 0.04
H -1.1313 -1.6332 0.0022 0.98 0.33 0.71
H -0.0071 -2.4021 -1.0089 0.33 1.07 0.10
```
Positions in Å, forces in eV/Å.

Its HOMO-LUMO gap is 0.4278 hartree. The calculation puts the HOMO energy at -0.4023 Eh. The SMILES is C[Si](C)(F)Cl. Its energy relative to the best compared isomer or geometry (same formula, charge and spin) is 67.7 kJ/mol.

---

[10]
The molecule C2H6ClN3 at a distorted geometry, computed with the ωB97M-V functional and the def2-TZVPD basis.

The geometry in XYZ format:
```
12
Properties=species:S:1:pos:R:3:forces:R:3
H 1.2638 2.3575 -0.0853 -0.41 0.76 0.00
N 1.5178 1.3965 -0.1142 -0.29 -0.56 0.64
C 0.5523 0.5649 0.0684 1.11 -1.14 -1.21
C -0.9070 0.8820 0.1407 -0.57 1.67 -0.26
Cl -2.0533 -0.4444 -0.0547 -0.08 -0.43 0.03
N 0.8846 -0.7580 0.0241 1.10 0.90 1.33
N 2.2480 -1.1314 -0.0822 0.52 1.69 -0.19
H -1.1667 1.6190 -0.6541 0.35 -0.53 0.58
H -1.1277 1.3631 1.0988 0.07 -0.15 -0.13
H 0.2330 -1.4687 -0.0612 -1.35 -1.20 -0.17
H 2.6810 -1.4021 0.8270 -1.02 0.30 -0.49
H 2.5975 -0.1452 -0.2433 0.57 -1.32 -0.13
```
Positions in Å, forces in eV/Å.

Its HOMO-LUMO gap is 0.3514 hartree. The calculation puts the HOMO energy at -0.3192 Eh. The SMILES is [H]/N=C(\CCl)NN. Its energy relative to the best compared isomer or geometry (same formula, charge and spin) is 76.1 kJ/mol.

---

[11]
The molecule C2H6ClN3O at a distorted geometry, computed with the ωB97M-V functional and the def2-TZVPD basis.

The geometry in XYZ format:
```
13
Properties=species:S:1:pos:R:3:forces:R:3
N -1.4181 0.4833 1.3914 -5.00 0.16 -3.93
N -1.1177 0.3901 -0.1073 1.67 0.59 1.34
C 0.1366 0.1487 -0.3723 -2.03 0.08 0.62
C 0.5473 0.0554 -1.8459 1.70 0.85 0.11
Cl 1.1418 -1.6395 -2.0761 0.24 0.49 -0.18
N 1.0188 -0.0846 0.7066 0.65 -2.71 0.48
O 0.3891 -1.1818 1.6096 2.78 0.88 -1.76
H -2.3472 1.0581 1.3301 1.81 -1.97 0.22
H -0.9022 1.1218 1.8868 2.77 2.00 0.95
H 1.3326 0.8561 -2.1960 -1.03 -1.79 1.11
H -0.2331 0.1772 -2.5785 -0.75 0.04 0.47
H 1.8942 -0.6262 0.4551 -1.42 1.15 0.02
H -0.4421 -0.7585 1.7966 -1.39 0.24 0.55
```
Positions in Å, forces in eV/Å.

Its HOMO-LUMO gap is 0.3785 hartree. The calculation puts the HOMO energy at -0.3497 Eh. The SMILES is N/N=C(/CCl)NO. Its energy relative to the best compared isomer or geometry (same formula, charge and spin) is 181.6 kJ/mol.

---

[12]
The ion C2H6ClNO2P with charge -1 at a distorted geometry, computed with the ωB97M-V functional and the def2-TZVPD basis.

The geometry in XYZ format:
```
13
Properties=species:S:1:pos:R:3:forces:R:3
C -0.8506 0.0192 1.2732 -2.17 -1.36 0.47
N -0.2777 -0.3121 0.0491 4.37 -2.70 -1.80
C -0.7398 0.0185 -1.2908 0.34 4.77 2.78
P 1.5325 -0.4475 0.1000 -1.50 0.33 -1.58
O 2.1253 -0.9080 1.3723 -0.74 -0.32 0.12
O 2.0107 -0.8129 -1.2624 -0.33 -0.60 0.58
Cl 1.7736 1.6062 0.0709 0.50 1.57 0.33
H -0.2407 -0.4192 2.1414 -1.27 0.15 -1.30
H -0.7819 1.0648 1.3904 -0.57 1.78 0.65
H -1.9729 -0.3473 1.1345 1.88 0.84 1.32
H -0.3014 -0.5839 -1.9608 1.87 -2.03 -2.35
H -1.7663 -0.0327 -1.4419 -2.27 -0.45 0.34
H -0.5108 1.1549 -1.5760 -0.12 -1.98 0.45
```
Positions in Å, forces in eV/Å.

Its HOMO-LUMO gap is 0.3076 hartree. The calculation puts the HOMO energy at -0.1651 Eh. Its total charge is -1. The SMILES is CN(C)[P@@](=O)([O-])Cl. Its energy relative to the best compared isomer or geometry (same formula, charge and spin) is 23.0 kJ/mol.